Entry 1:
A structure of composition C34H44N6O3ReS4Si, computed with ωB97M-V/def2-TZVPD.

```
93
Properties=species:S:1:pos:R:3
Re -0.06243 -1.79244 0.98774
S 2.08315 -1.18322 0.51866
C 2.84855 -2.62955 -0.14443
C 4.07038 -2.49728 -0.79384
C 4.70317 -3.60459 -1.33888
C 5.95347 -3.44112 -2.02669
N 6.94593 -3.29397 -2.58675
C 4.10312 -4.86816 -1.21742
C 2.88845 -4.99835 -0.56368
C 2.24005 -3.88280 -0.03262
S 0.69703 -4.05613 0.76671
C 4.73038 -6.03549 -1.77628
N 5.21462 -6.97368 -2.22909
H 4.53044 -1.52108 -0.88312
H 2.43418 -5.97630 -0.47404
N -0.53125 -2.41789 2.99594
N -0.82164 -1.46008 4.00231
C -2.13085 -1.36754 4.41232
N -2.41803 -0.22230 5.03893
S -3.23440 -2.59454 4.18231
H -1.40067 -2.99335 2.93957
H 0.19484 -3.04513 3.33538
H -0.36830 -0.57687 3.77234
H -1.77386 0.55132 5.05567
H -3.35266 -0.08975 5.37996
N -1.39592 -1.97908 -0.19740
C -2.24723 -2.30267 -1.10482
C -3.63282 -2.62850 -0.71454
C -4.43838 -3.42210 -1.53377
C -5.71923 -3.76475 -1.12994
C -6.20977 -3.31826 0.08873
C -5.41502 -2.52456 0.90721
C -4.13619 -2.18076 0.50882
C -1.80388 -2.37763 -2.51856
C -2.58783 -1.85274 -3.54330
C -2.13393 -1.89038 -4.85247
C -0.90549 -2.46730 -5.14738
C -0.12642 -3.00071 -4.12910
C -0.57050 -2.95088 -2.81739
H -4.05448 -3.78815 -2.47612
H -6.33271 -4.38898 -1.76668
H -7.20949 -3.59069 0.40235
H -5.79009 -2.17323 1.86000
H -3.52171 -1.55588 1.14121
H -3.54407 -1.40035 -3.31004
H -2.73876 -1.46677 -5.64362
H -0.55559 -2.50104 -6.17101
H 0.82994 -3.45422 -4.35583
H 0.03486 -3.35827 -2.01386
C 3.18123 4.09931 1.17404
C 3.17316 2.66053 1.67697
C 4.46577 1.95365 1.29639
C 2.95683 2.61204 3.18459
O 2.12853 1.91380 1.03534
Si 0.52554 2.10157 0.86524
S -0.45618 0.43466 1.77802
O 0.05691 3.39041 1.74983
C -1.12606 4.20789 1.73772
C -0.85917 5.38237 0.80374
C -1.31374 4.68366 3.17054
C -2.35089 3.42624 1.27613
O 0.08941 2.39737 -0.66796
C 0.49250 2.22628 -2.03446
C 2.00435 2.09052 -2.15264
C -0.21132 1.00113 -2.58909
C 0.01977 3.48076 -2.75648
H 3.97704 4.66391 1.66378
H 2.22861 4.58398 1.38779
H 3.35772 4.12527 0.09741
H 5.32157 2.42733 1.78107
H 4.61072 1.99147 0.21531
H 4.42124 0.90734 1.60259
H 3.75869 3.14193 3.70229
H 2.94903 1.57443 3.52455
H 2.00421 3.07600 3.44424
H -0.02560 5.98138 1.17499
H -1.73994 6.02303 0.72585
H -0.60834 5.01101 -0.19095
H -0.42857 5.22638 3.50560
H -1.46739 3.82680 3.82928
H -2.17955 5.34412 3.24750
H -2.21244 3.04993 0.26121
H -3.22520 4.07979 1.28572
H -2.54100 2.57896 1.93622
H 2.35994 1.20361 -1.62920
H 2.50108 2.96247 -1.72478
H 2.28148 2.01560 -3.20589
H 0.01753 0.12996 -1.97865
H 0.11330 0.79770 -3.61226
H -1.29256 1.14663 -2.59009
H 0.53326 4.36056 -2.36428
H -1.05442 3.61037 -2.61438
H 0.22405 3.40611 -3.82634
```

Calculated values
highest occupied orbital energy (spin up / spin down)	-7.45 / -8.28	eV
Kohn-Sham gap (spin up / spin down)	6.71 / 6.56	eV
<S²>	0.783
energy relative to the best compared isomer or geometry (same formula, charge and spin)	110.1	kJ/mol
spin multiplicity	2
E_LUMO (spin up / spin down)	-0.0271 / -0.0631	hartree
total energy	-3837.04147	Ha

---

Entry 2:
An isolated molecule of C4H5NO in a non-equilibrium geometry, computed with ωB97M-V/def2-TZVPD.

```
11
Properties=species:S:1:pos:R:3
C -0.53641 -0.96205 -0.05089
C 0.28081 -1.95337 0.05613
C 1.21653 0.85012 0.04256
C -0.16471 0.61383 0.05196
N 2.10417 -0.08449 -0.00027
O 3.29580 -0.25088 -0.11263
H -1.55942 -1.20088 -0.35898
H 1.08300 -2.36630 0.47967
H 1.48967 1.82194 -0.10547
H -0.58502 1.03738 -0.88060
H -0.57036 0.75869 1.04005
```

Calculated values
highest occupied orbital energy (spin up / spin down)	-9.34 / -8.21	eV
Kohn-Sham gap (spin up / spin down)	9.55 / 7.95	eV
energy relative to the best compared isomer or geometry (same formula, charge and spin)	645.1	kJ/mol
E_LUMO (spin up / spin down)	0.0076 / -0.0096	hartree
total energy	-285.16890	Ha